Formula: C6H10O3
Source: OMol25
Level of theory: ωB97M-V/def2-TZVPD

relative energy (zero: lowest compared OMol25 entry of this formula, charge and spin)	219.5	kJ/mol
structure (SMILES)	Oc1ccoc1.COC
HOMO level	-8.61	eV
max |F|	1.66	eV Å⁻¹
E_LUMO	0.73	eV
frontier orbital gap	9.33	eV

Structure (XYZ):
```
19
Properties=species:S:1:pos:R:3:nbo_charge:R:1
O 0.19811 -1.09426 -0.07910 -0.66
C 1.38991 -0.42822 -0.11607 0.21
C 1.50241 1.00080 0.13112 -0.35
C 2.85192 1.24740 0.18174 0.11
O 3.56179 0.12115 -0.03810 -0.40
C 2.65152 -0.88248 -0.21323 -0.02
H 0.30642 -1.91797 -0.56371 0.48
H 0.71016 1.72902 0.26605 0.24
H 3.42093 2.16367 0.34926 0.21
H 3.02761 -1.87187 -0.39382 0.20
C -4.20351 0.80997 -0.39022 -0.25
O -2.91873 0.45402 0.06939 -0.54
C -2.86165 -0.90192 0.48052 -0.25
H -4.48471 0.20730 -1.28244 0.16
H -4.21604 1.88957 -0.63802 0.19
H -4.96772 0.64588 0.39183 0.16
H -3.71661 -1.15408 1.15758 0.16
H -1.93389 -1.03516 1.04059 0.21
H -2.85925 -1.57687 -0.38801 0.16
```